Entry 1:
DFT (ωB97M-V/def2-TZVPD) results for a molecular structure, C35H45NO4P2SSe2SiV in a non-equilibrium geometry.

Structure (ORCA input):
```
! wB97M-V def2-TZVPD RIJCOSX def2/J DEFGRID3
* xyz -2 2
H 3.420 4.227 0.577
H 4.440 3.795 2.797
H 1.283 3.151 -0.030
C -2.260 -6.033 -2.449
C -1.614 -0.448 3.007
C 6.153 1.553 -0.199
S 1.400 0.409 -1.284
C -1.959 -4.750 -1.679
H -4.338 0.269 -2.427
H 0.183 -5.020 -1.672
C -1.206 -1.155 1.812
C -1.647 1.753 3.996
H 3.982 0.111 -3.177
O -0.830 -2.368 1.531
H -2.641 -2.958 -2.691
H 3.286 2.287 4.392
C 3.752 -0.274 0.217
C 2.839 2.502 3.427
H 3.733 -1.821 3.260
C -1.960 -5.140 -0.207
H 5.540 1.011 -3.262
H -1.418 2.814 3.919
H -1.660 -4.283 0.379
C 3.489 3.339 2.533
C 3.363 -1.383 2.339
C -1.701 0.272 -4.051
H -0.728 3.036 -3.211
C -1.391 4.104 1.008
Se 0.259 -2.490 -1.760
H -3.881 -4.199 -2.524
H 7.045 -0.978 -1.864
C -3.707 4.681 0.590
H 5.620 -2.049 -1.703
H -2.619 -6.601 -4.298
P -0.549 1.308 1.321
H -4.464 2.029 -2.129
C 1.700 2.993 0.954
C -4.007 3.328 0.521
O -3.243 -5.645 0.242
H 4.047 1.783 -2.616
C -2.273 1.247 5.157
C 4.621 0.848 -2.671
H -3.819 -4.838 0.260
H -2.152 6.123 0.891
H -0.475 -4.376 -3.166
H -2.057 0.604 -5.031
Si 5.081 0.249 -0.987
C 1.009 2.176 1.861
H 1.115 1.267 3.792
H -1.472 -6.761 -2.235
C 2.332 -0.275 0.011
C 6.182 -1.230 -1.226
V -0.307 -0.848 0.152
H 6.470 1.246 0.813
H -3.202 -6.432 -2.083
N 1.509 -0.863 0.945
C -3.006 2.378 0.685
O -2.329 -5.791 -3.886
C -4.052 1.268 -2.802
H -4.418 1.427 -3.827
C -3.056 -3.706 -2.018
H -2.259 3.291 -4.118
H 1.296 -1.830 2.734
O -1.693 0.895 -1.405
H 5.609 2.508 -0.102
H -3.240 1.318 0.623
C 2.916 3.583 1.292
P -2.275 1.311 -2.718
H -2.165 3.655 -2.360
C -0.528 -4.303 -2.087
H -2.523 1.900 5.987
C 2.016 -1.390 2.063
Se -3.861 -2.742 -0.475
H -5.027 3.009 0.339
C -1.678 2.751 0.929
H -1.222 -5.936 -0.055
C -1.310 0.910 2.962
H -3.078 -0.506 6.094
H 7.055 1.725 -0.810
C 1.610 1.924 3.090
H -2.536 -2.016 4.188
H 6.563 -1.601 -0.259
C -2.402 5.069 0.829
H -0.382 4.435 1.220
C -2.578 -0.112 5.212
H -4.486 5.423 0.472
C -1.820 2.986 -3.159
H -0.609 0.252 -4.016
C -2.268 -0.964 4.158
H -2.055 -0.740 -3.832
H 5.298 -0.847 1.588
C 4.224 -0.830 1.395
*
```

Properties
energy above the lowest of the compared OMol25 structures with the same formula, charge and spin = 50.9 kcal per mole
E_HOMO (spin up / spin down) = -0.005 / -0.001 Ha
Kohn-Sham gap (spin up / spin down) = 4.26 / 4.17 eV


Entry 2:
DFT (ωB97M-V/def2-TZVPD) results for 2 unconnected molecules or ions with the total composition CH3NO2S in a non-equilibrium geometry.

Structure (ORCA input):
```
! wB97M-V def2-TZVPD RIJCOSX def2/J DEFGRID3
* xyz 0 1
O 2.900 1.102 0.393
S 2.590 -0.063 -0.381
N -0.975 0.699 -0.188
H -2.697 -0.401 0.271
C -1.678 -0.331 -0.122
H -1.248 -1.255 -0.492
H -1.397 1.552 0.180
O 2.506 -1.302 0.338
*
```

Properties
energy above the lowest of the compared OMol25 structures with the same formula, charge and spin = 18.0 kcal per mole
E_HOMO = -0.381 Ha
Kohn-Sham gap = 9.59 eV


Entry 3:
DFT (ωB97M-V/def2-TZVPD) results for 2 unconnected molecules or ions with the total composition C9H14O in a non-equilibrium geometry.

Structure (ORCA input):
```
! wB97M-V def2-TZVPD RIJCOSX def2/J DEFGRID3
* xyz 0 1
H -2.023 -1.902 -2.624
H 0.809 0.354 3.982
H 0.674 1.696 -0.362
H -0.933 -2.800 0.724
C 0.318 -0.418 -0.526
C 1.067 0.290 2.918
H 0.888 1.629 1.175
H -0.017 2.920 -1.986
H 0.885 -0.858 0.310
C -1.283 0.125 -2.714
C -0.518 -2.713 -0.283
H 1.918 2.188 2.532
C 0.969 1.696 2.281
C -1.381 -1.171 -2.158
H 0.564 -2.976 -0.172
C 0.205 0.887 -0.898
O -0.632 2.399 -2.503
H 0.291 -0.291 2.413
H -2.047 0.555 -3.360
H 0.163 2.369 2.551
H -0.932 -3.578 -0.871
H 2.064 -0.081 2.732
C -0.491 -1.421 -1.106
C -0.556 1.100 -2.057
*
```

Properties
energy above the lowest of the compared OMol25 structures with the same formula, charge and spin = 29.3 kcal per mole
SMILES = Cc1ccc(O)cc1.CC
E_HOMO = -0.305 Ha
Kohn-Sham gap = 9.17 eV


Entry 4:
DFT (ωB97M-V/def2-TZVPD) results for 4 unconnected molecules or ions with the total composition C28H43BO7S in a non-equilibrium geometry.

Structure (ORCA input):
```
! wB97M-V def2-TZVPD RIJCOSX def2/J DEFGRID3
* xyz 0 1
C -5.210 0.455 5.598
H 4.306 -1.078 -1.871
H 0.939 -6.717 -5.258
H 2.806 -5.555 -4.744
H 3.099 2.889 2.055
H 0.800 -0.353 6.147
C -2.719 1.173 6.816
C -3.015 3.195 2.910
H 1.924 -4.696 -6.932
H 0.864 0.129 -1.261
C -1.281 1.626 -4.376
C -4.905 1.412 4.267
C 1.908 -0.062 6.478
H 0.009 -4.441 -5.764
C 4.097 -0.012 -2.005
O 3.327 1.777 5.252
H 1.509 0.036 -2.890
C 0.870 2.997 0.881
H -2.720 1.277 -0.710
C -1.377 3.122 2.577
H -0.636 -4.348 -4.134
H 1.375 2.959 -0.193
H -4.403 -0.431 7.768
H 2.439 -2.240 -2.385
H -1.466 3.139 0.081
H -1.911 1.124 7.671
H 5.130 0.212 -3.889
H 0.716 -2.193 -1.990
C -0.765 3.108 1.040
O 2.878 0.341 -1.357
O -1.751 0.432 -2.277
O -0.635 3.652 6.464
C 0.192 -4.748 -4.729
H 3.393 -3.948 -4.356
H 1.927 0.680 7.383
H 3.615 -0.328 4.990
H -6.226 -0.157 5.630
C 2.632 -4.102 -6.346
C 1.695 -1.784 -1.725
H -2.114 2.333 -4.319
H -7.095 2.518 3.365
C -1.052 3.000 5.376
C 2.597 -4.489 -4.878
O -3.870 3.981 2.240
H 1.940 -2.085 -0.700
H 3.630 -4.265 -6.762
C -4.175 0.845 -2.214
H 2.007 0.295 4.224
H -1.057 1.460 -5.434
H -2.591 2.325 -2.112
H 2.409 -1.079 6.849
C -2.452 2.100 5.490
H 3.424 -0.219 -4.059
H -4.322 0.945 -3.294
H -0.804 -0.394 -3.869
S -6.181 1.522 2.898
H -2.521 -0.136 -4.122
H 2.025 3.689 6.842
C 2.717 0.443 5.144
C -0.345 3.030 3.890
H 0.440 -6.562 -3.573
C -1.620 0.314 -3.692
H -4.935 1.452 -1.715
H 4.893 0.529 -1.482
O 1.378 -4.136 -4.230
C 1.925 2.940 2.165
C 1.692 -0.271 -1.855
H -4.335 -0.207 -1.959
C -3.489 2.234 4.194
C -4.138 0.295 6.867
H 2.360 -3.049 -6.476
H -0.416 2.100 -3.900
C 1.317 2.952 3.713
O 2.341 4.015 5.939
C 4.132 0.375 -3.473
B 2.364 2.861 4.977
C -2.783 1.292 -1.803
H 3.860 1.427 -3.603
H -0.784 -6.670 -4.863
C 0.195 -6.261 -4.598
*
```

Properties
SMILES = CCOB(O)c1cccc2c1C(=O)c1cccc(S)c1C2=O.CCOCC.CCOCC.CCOCC
E_HOMO = -0.326 Ha
Kohn-Sham gap = 7.25 eV